C52H61N4OP2PdS2 as an isolated structure at a distorted geometry, computed with ωB97M-V/def2-TZVPD.

Output
HOMO (alpha / beta) ... -0.364 / -0.378 hartree
Electronic energy ... -106642.463 eV
Total charge ... +1
Energy above the lowest of the compared OMol25 structures with the same formula, charge and spin ... 75.0 kcal/mol
Multiplicity ... 5
E_LUMO (alpha / beta) ... -0.071 / -0.156 hartree

Structure (XYZ):
```
123
Properties=species:S:1:pos:R:3:lowdin_spin:R:1
Pd -0.36 -0.15 0.98 1.033
C 5.75 5.83 2.68 0.000
S 5.67 4.24 1.81 0.000
C 4.43 4.65 0.53 0.000
C 3.58 3.44 0.14 0.000
C 2.83 2.90 1.36 0.005
N 1.78 1.88 1.14 0.041
P 2.02 0.20 0.82 0.174
C 3.60 0.18 -0.10 0.043
C 3.60 0.22 -1.49 0.006
C 4.80 0.24 -2.18 0.000
C 6.00 0.22 -1.48 0.001
C 6.00 0.17 -0.09 0.003
C 4.80 0.13 0.61 0.011
C 2.45 -1.23 1.96 0.017
C 2.41 -2.36 1.14 0.011
C 2.66 -3.63 1.65 0.000
C 2.98 -3.78 2.99 0.007
C 3.01 -2.66 3.81 0.001
C 2.73 -1.40 3.31 0.009
P 0.12 2.22 0.74 0.161
C 0.26 3.86 -0.08 0.046
C 0.44 3.92 -1.46 0.006
C 0.52 5.15 -2.09 0.000
C 0.42 6.32 -1.35 0.002
C 0.24 6.26 0.02 0.003
C 0.14 5.03 0.66 0.011
C -1.33 2.68 1.84 0.007
C -1.61 2.76 3.20 0.005
C -2.90 3.04 3.64 0.002
C -3.93 3.22 2.74 0.002
C -3.68 3.14 1.38 0.002
C -2.39 2.87 0.94 0.005
H 6.23 6.59 2.07 0.000
H 6.35 5.66 3.58 0.000
H 4.75 6.14 2.97 0.000
H 4.97 5.02 -0.35 0.000
H 3.81 5.46 0.92 0.000
H 4.23 2.68 -0.29 0.000
H 2.88 3.76 -0.63 0.000
H 2.36 3.75 1.86 0.001
H 3.57 2.49 2.04 0.001
H 2.66 0.25 -2.03 0.002
H 4.81 0.27 -3.26 0.000
H 6.94 0.24 -2.01 0.000
H 6.94 0.15 0.46 0.000
H 4.80 0.07 1.69 0.001
H 2.16 -2.26 0.09 0.002
H 2.60 -4.49 1.00 0.000
H 3.19 -4.76 3.40 0.000
H 3.24 -2.77 4.87 0.000
H 2.74 -0.57 3.99 0.001
H 0.51 3.00 -2.03 0.002
H 0.65 5.20 -3.17 0.000
H 0.48 7.28 -1.85 0.000
H 0.15 7.17 0.60 0.000
H -0.02 4.99 1.73 0.001
H -0.84 2.61 3.93 0.001
H -3.08 3.10 4.71 0.000
H -4.93 3.43 3.10 0.000
H -4.47 3.27 0.66 0.000
H -2.21 2.81 -0.13 0.001
C -5.22 -3.84 -1.73 0.001
C -5.10 -3.23 -0.34 0.002
N -4.45 -1.92 -0.36 0.015
C -5.33 -0.76 -0.50 0.011
C -5.80 -0.21 0.84 0.003
C -3.11 -1.84 -0.32 0.030
S -2.43 -0.22 -0.32 0.266
N -2.45 -2.98 -0.27 0.005
C -1.11 -3.11 -0.33 0.006
O -0.27 -2.19 -0.32 0.042
C -0.62 -4.52 -0.42 0.002
C 0.61 -4.77 -1.03 0.000
C 1.08 -6.06 -1.16 0.000
C 0.33 -7.12 -0.66 0.000
C -0.89 -6.88 -0.04 0.000
C -1.37 -5.59 0.07 0.000
H -5.71 -4.81 -1.67 0.000
H -4.23 -3.97 -2.17 0.000
H -5.82 -3.20 -2.39 0.000
H -4.53 -3.90 0.30 0.000
H -6.09 -3.09 0.10 0.000
H -6.18 -1.08 -1.10 0.000
H -4.81 0.02 -1.06 0.006
H -6.31 -0.98 1.42 0.000
H -6.50 0.61 0.67 0.000
H -4.95 0.16 1.41 0.002
H 1.17 -3.92 -1.41 0.000
H 2.02 -6.25 -1.65 0.000
H 0.69 -8.14 -0.76 0.000
H -1.47 -7.71 0.35 0.000
H -2.33 -5.39 0.54 0.000
C -0.86 -2.49 2.95 0.029
C -1.62 -1.71 4.03 0.014
C -2.78 -0.86 3.48 0.012
C -0.71 -0.90 4.92 0.184
C -0.72 -1.21 6.26 -0.007
C 0.04 -0.52 7.19 0.187
C 0.85 0.53 6.76 -0.005
C 0.96 0.91 5.44 0.175
C 1.96 2.04 5.19 0.014
C 3.24 1.58 4.50 0.011
C 1.41 3.29 4.49 0.010
C 0.16 0.17 4.43 0.146
N 0.28 0.39 3.15 1.177
H -1.51 -3.23 2.49 0.002
H 0.01 -3.01 3.37 0.001
H -0.46 -1.85 2.14 0.011
H -2.09 -2.45 4.67 0.001
H -2.42 -0.03 2.89 0.002
H -3.37 -0.44 4.30 0.000
H -3.42 -1.48 2.86 0.001
H -1.36 -2.02 6.60 -0.002
H 0.00 -0.78 8.24 0.010
H 1.44 1.06 7.49 -0.002
H 2.25 2.37 6.19 0.001
H 3.02 1.19 3.51 0.003
H 3.75 0.81 5.08 0.000
H 3.93 2.42 4.39 0.001
H 1.07 3.05 3.49 0.004
H 2.20 4.03 4.42 0.001
H 0.59 3.73 5.06 0.000
```


C52H63BN7O5PSW as an isolated structure, computed with ωB97M-V/def2-TZVPD.

Output
HOMO (alpha / beta) ... -0.275 / -0.275 hartree
Electronic energy ... -98243.385 eV
Energy above the lowest of the compared OMol25 structures with the same formula, charge and spin ... 2.3 kcal/mol
E_LUMO (alpha / beta) ... -0.024 / -0.024 hartree

Structure (XYZ):
```
131
Properties=species:S:1:pos:R:3:mulliken_charge:R:1
W 0.45 0.65 0.11 2.687
C -1.69 -3.56 -2.48 -1.695
C -1.51 -2.84 -1.19 0.201
C -2.28 -2.90 -0.05 -1.507
C -1.69 -2.03 0.87 -0.455
N -0.64 -1.40 0.28 0.373
N -0.51 -1.99 -0.96 0.836
B 0.57 -1.73 -2.04 -0.890
N -0.05 -0.62 -2.91 0.740
N -1.09 0.08 -2.41 0.248
C -1.59 0.77 -3.43 -0.508
C -0.83 0.54 -4.59 -1.010
C 0.16 -0.35 -4.20 0.343
C 1.28 -0.97 -4.97 -1.401
C -2.89 1.55 -3.35 2.387
C -3.21 2.19 -4.70 -2.409
C -2.83 2.65 -2.30 -0.699
C -4.00 0.55 -2.98 -1.351
N 1.96 -1.31 -1.53 0.672
N 2.14 0.01 -1.20 0.770
C 3.44 0.29 -1.34 -0.214
C 4.10 -0.87 -1.76 -1.648
C 3.14 -1.84 -1.91 0.437
C 3.32 -3.22 -2.45 -1.710
C 4.17 1.63 -1.26 2.267
C 4.82 1.86 -2.64 -1.900
C 3.33 2.87 -0.97 -1.106
C 5.27 1.53 -0.19 -1.577
C -2.04 -2.15 2.35 2.813
C -1.34 -1.15 3.24 -0.810
C -3.56 -2.04 2.57 -1.884
C -1.60 -3.56 2.82 -1.919
H -1.64 -2.87 -3.32 0.151
H -2.67 -4.05 -2.48 0.566
H -0.92 -4.32 -2.63 0.170
H -3.12 -3.54 0.11 0.672
H 0.70 -2.73 -2.68 -0.181
H -0.97 0.95 -5.58 0.692
H 1.15 -0.78 -6.04 0.507
H 1.33 -2.04 -4.80 0.221
H 2.24 -0.54 -4.66 0.104
H -2.42 2.88 -5.00 0.455
H -4.14 2.75 -4.62 0.423
H -3.33 1.43 -5.48 0.432
H -2.12 3.43 -2.60 0.319
H -2.51 2.26 -1.33 -0.524
H -3.81 3.11 -2.16 0.579
H -4.10 -0.20 -3.77 0.411
H -4.96 1.07 -2.88 0.407
H -3.77 0.04 -2.05 -0.076
H 5.15 -0.98 -1.97 0.725
H 2.43 -3.83 -2.36 0.097
H 4.13 -3.72 -1.92 0.516
H 3.60 -3.17 -3.50 0.313
H 4.04 1.97 -3.41 0.333
H 5.48 1.05 -2.94 0.356
H 5.40 2.79 -2.62 0.464
H 2.54 3.00 -1.72 0.129
H 3.98 3.74 -1.02 0.569
H 2.88 2.85 0.02 -0.221
H 5.91 0.65 -0.35 0.336
H 4.84 1.46 0.81 0.193
H 5.90 2.42 -0.23 0.439
H -1.62 -1.33 4.28 0.766
H -0.25 -1.23 3.15 -0.351
H -1.66 -0.16 2.97 -0.839
H -3.91 -1.02 2.46 0.265
H -3.80 -2.37 3.59 0.480
H -4.12 -2.68 1.88 0.303
H -0.52 -3.62 2.89 0.389
H -1.97 -4.34 2.15 0.227
H -2.01 -3.75 3.81 0.563
C 1.96 -7.31 -1.03 -1.579
C 1.99 -5.97 -0.34 0.889
C 0.82 -5.28 -0.04 -1.030
C 0.84 -4.06 0.60 0.337
C 2.05 -3.46 0.92 0.150
C 3.24 -4.14 0.64 -0.595
C 3.20 -5.38 0.02 -1.099
S 2.21 -2.08 2.06 1.604
O 1.41 -2.49 3.19 -0.864
O 3.64 -2.02 2.26 -0.814
N 1.73 -0.58 1.56 -0.010
C 2.42 0.30 2.55 -1.143
C 2.56 1.68 2.03 0.393
O 3.33 2.50 2.48 -0.734
O 1.68 1.97 1.10 -0.620
H 1.01 -7.81 -0.86 0.393
H 2.76 -7.95 -0.67 0.397
H 2.09 -7.19 -2.11 0.287
H -0.14 -5.73 -0.28 0.496
H -0.08 -3.60 0.90 -0.103
H 4.18 -3.69 0.93 0.576
H 4.13 -5.90 -0.18 0.407
H 3.43 -0.03 2.78 0.862
H 1.88 0.35 3.51 -0.003
O 0.49 2.03 -1.47 -0.691
C -0.22 2.45 -0.54 0.173
C -0.43 3.79 -0.05 0.403
C -0.27 4.98 -0.73 -0.518
C -0.39 6.16 -0.03 -0.934
C -0.64 6.14 1.34 -0.884
C -0.79 4.93 2.02 -0.535
C -0.69 3.75 1.31 0.146
P -0.96 2.02 1.89 1.745
C -0.70 2.24 3.69 1.356
C -1.65 1.87 4.65 -0.703
C -1.39 2.07 6.00 -0.842
C -0.19 2.62 6.41 -0.786
C 0.75 3.00 5.46 -0.865
C 0.50 2.82 4.11 -0.732
C -2.79 2.02 1.68 1.293
C -3.59 2.95 2.35 -0.170
C -4.95 3.01 2.10 -1.028
C -5.52 2.16 1.16 -1.009
C -4.73 1.24 0.49 -0.607
C -3.37 1.18 0.74 0.091
H -0.04 4.97 -1.79 0.599
H -0.26 7.11 -0.53 0.457
H -0.72 7.06 1.89 0.436
H -0.97 4.93 3.09 0.485
H -2.59 1.44 4.34 0.403
H -2.13 1.77 6.73 0.450
H 0.01 2.77 7.46 0.408
H 1.70 3.44 5.77 0.508
H 1.24 3.13 3.39 0.253
H -3.15 3.62 3.08 0.461
H -5.56 3.73 2.62 0.465
H -6.59 2.21 0.96 0.423
H -5.18 0.57 -0.24 0.520
H -2.74 0.47 0.20 -0.430
```


> Which of these has the lowest electronic energy?

C52H61N4OP2PdS2